# C29H39O8

A structure of composition C29H39O8 in a non-equilibrium geometry (wB97M-V/def2-TZVPD, the OMol25 dataset).

```
76
Properties=species:S:1:pos:R:3:forces:R:3
O 2.4102 1.8023 -2.1704 0.55 0.11 -0.39
O 0.8151 1.4592 -0.6126 0.31 0.73 -1.08
O 3.3444 -0.1138 -3.1843 0.44 0.85 -0.40
O -3.0437 -3.3345 -5.8735 -0.15 -0.46 -0.23
O 1.7199 -1.8144 2.1946 -0.77 -0.15 -1.83
O 2.2451 -2.0357 -3.4109 0.27 0.04 -0.17
O 2.9404 -2.9728 -1.0081 -1.93 -0.81 0.34
O 1.1274 -4.3082 -1.2188 -0.09 -0.52 -0.27
C -1.4027 -2.5143 1.5212 -0.09 -0.05 0.54
C 1.7423 -3.1351 -0.8272 1.10 -0.07 -0.51
C -0.7805 -1.4791 -2.8103 -0.94 -1.37 0.69
C -0.8141 0.5015 3.9603 -0.15 0.03 0.19
C -1.3975 -0.3892 2.8689 -0.02 0.06 -0.14
C 2.7958 0.8164 2.5966 0.65 0.40 -0.36
C 0.0913 -1.1184 -1.5997 0.22 0.96 1.34
C 3.1836 -0.8710 0.6543 -0.53 -0.84 -0.36
C 0.4224 -4.5218 -2.4735 0.23 0.89 0.15
C -0.4061 -1.4447 -4.1687 0.97 0.28 0.68
C 3.1779 0.5691 1.1238 -0.09 0.88 -0.30
C 1.3367 1.2663 2.7870 0.24 0.10 -0.38
C 4.5735 1.9169 -3.3325 -0.25 0.20 0.23
C 1.8261 -1.5964 0.9797 1.92 1.21 1.38
C -0.3707 -5.8105 -2.4632 0.10 -0.06 0.08
C -2.1140 -1.8971 -2.5621 1.27 0.17 -0.83
C 3.1549 1.3065 -3.3193 -0.24 -1.22 0.71
C 2.2584 -0.9241 -2.9150 -1.76 0.49 0.86
C 1.4440 1.0157 -1.5779 -0.85 -2.08 0.80
C -2.9062 -2.4311 -3.5707 -0.19 -0.37 -1.17
C -2.4092 -2.5993 -4.9021 1.32 0.41 0.65
C 0.8537 -2.1777 -0.0376 -1.21 -2.24 -0.57
C 2.4160 1.6344 -4.6174 0.17 0.11 0.08
C -0.2237 -3.0577 0.7510 1.15 -0.42 -0.82
C 0.6978 0.6561 4.0103 0.16 -0.12 0.13
C -1.1621 -2.0057 -5.1731 -0.78 -0.40 -0.07
C 1.2403 -0.3609 -2.0211 2.75 2.08 -1.67
C -2.2381 -3.9162 -6.9535 -0.51 0.70 0.88
C -1.1214 -1.8895 2.9168 -0.19 -0.31 0.04
H 1.3875 1.2314 -4.6291 0.54 0.07 0.02
H 2.3699 2.7302 -4.6825 -0.10 -0.26 -0.15
H -1.9844 -1.8122 0.9103 -0.11 -0.11 0.11
H -0.9760 -5.8252 -3.3794 0.18 -0.05 0.08
H -2.0195 -3.4126 1.7102 -0.03 0.43 -0.30
H -1.3156 -4.3642 -6.5480 -0.25 0.40 -0.25
H -1.0676 -0.0077 1.8962 0.10 -0.03 0.01
H -2.4609 -1.8198 -1.5443 -0.32 -0.16 0.11
H 0.7413 1.0796 1.8899 0.17 -0.23 -0.02
H -1.2850 1.4796 3.8215 0.04 0.11 0.27
H 2.4807 1.1647 0.5173 0.46 -0.21 0.24
H 4.5070 3.0059 -3.3070 -0.18 0.02 0.08
H 5.1289 1.6738 -4.2524 -0.42 -0.24 0.31
H 4.1820 0.9712 0.9091 -0.19 -0.11 0.17
H 1.3524 2.3588 2.8751 -0.21 -0.03 -0.01
H 3.0287 1.2419 -5.4545 -0.55 0.17 0.37
H 3.0524 -0.0600 3.2054 -0.19 0.22 -0.07
H -0.7264 -2.0317 -6.1733 -0.26 0.02 0.25
H 0.3549 -3.6414 1.4915 -0.05 0.10 -0.37
H -2.4881 -0.2566 2.8601 0.08 0.08 0.01
H -0.2516 -3.6780 -2.6606 0.27 -0.27 0.09
H 3.4338 1.6490 2.9240 -0.01 -0.22 0.21
H -2.0714 -3.1742 -7.7461 0.38 -0.04 0.38
H 0.9922 1.2737 4.8665 -0.23 -0.13 0.19
H -1.8063 -2.4097 3.6107 0.13 0.50 0.04
H -0.5303 -0.6283 -0.8317 0.33 0.32 -0.79
H 3.9446 -1.4028 1.2579 -0.47 -0.05 -0.23
H -1.0794 -5.8916 -1.6277 0.36 0.05 -0.06
H 1.1616 -4.5514 -3.2778 -0.02 0.14 0.05
H 0.3167 -6.6636 -2.4839 -0.29 -0.02 0.18
H -2.8392 -4.6911 -7.4175 -0.25 -0.14 0.29
H -1.0946 0.1055 4.9364 -0.40 0.07 0.17
H -0.1058 -2.1030 3.2831 -0.39 0.07 -0.44
H 5.1693 1.6064 -2.4651 -0.34 -0.11 -0.19
H 0.5604 -1.0538 -4.4919 -0.42 -0.16 0.43
H -3.9119 -2.7333 -3.3220 -0.14 -0.24 -0.12
H -0.5900 -3.8081 0.0331 0.03 0.48 0.18
H 1.1479 -0.3217 4.1834 -0.03 -0.14 -0.02
H 3.4882 -1.0053 -0.3961 -0.31 0.49 0.57
```
Forces are in eV/Å.

Output
**Total charge**: -1
**Largest force on an atom**: 3.83 eV Å⁻¹
**Kohn-Sham gap**: 0.2455 Eh
**LUMO energy**: 2.54 eV
**Spin multiplicity**: 1


# C17H28Cl8O9

A structure of composition C17H28Cl8O9 in a non-equilibrium geometry (wB97M-V/def2-TZVPD, the OMol25 dataset).

```
62
Properties=species:S:1:pos:R:3:forces:R:3
Cl 25.3161 6.2009 -24.3846 -2.01 4.31 4.68
Cl 24.9847 6.1758 -26.9146 1.04 -0.22 -2.41
Cl 26.5686 1.9562 -23.6016 0.53 -0.51 -0.48
Cl 27.4096 8.6371 -22.6354 3.48 0.04 1.29
Cl 23.5149 2.5528 -23.7721 -0.41 -1.10 0.27
Cl 23.8052 9.0122 -24.3035 1.54 -3.73 10.28
Cl 26.7463 3.6362 -26.2544 0.80 -0.46 -2.82
Cl 25.8752 11.6300 -23.1995 -0.30 2.97 2.97
O 22.8110 9.6426 -29.2355 0.47 -0.56 1.57
O 20.7440 7.4299 -21.3705 0.35 0.31 -1.52
O 22.5131 8.4525 -27.2705 0.06 0.47 -2.85
O 23.2127 10.5392 -27.2306 -0.23 0.97 0.18
O 22.9032 7.9502 -21.7340 -5.49 0.96 -2.19
O 25.9637 9.7426 -24.2668 4.26 -1.06 -6.41
O 27.3027 9.2244 -26.1104 2.65 -0.74 2.61
O 25.2240 9.5829 -26.3267 1.41 -0.92 -1.42
O 21.3702 8.2934 -23.4500 -0.25 -1.13 3.21
C 25.6116 9.1694 -27.5873 1.35 0.94 -1.31
C 26.1095 3.6570 -23.6600 0.11 -0.07 2.52
C 27.0808 9.4306 -27.4534 -0.53 -0.07 -1.95
C 21.6339 7.9343 -22.3301 -0.77 -0.20 0.45
C 22.8764 9.5551 -28.0278 -1.88 -1.20 -1.18
C 26.1779 9.4767 -25.4221 0.09 1.05 0.09
C 21.4350 7.0455 -20.2014 0.94 -0.36 0.42
C 24.5958 8.5023 -22.8847 3.85 0.52 0.42
C 22.9001 7.4119 -20.5346 -0.62 -1.73 4.91
C 28.3204 10.2509 -22.7450 -0.56 -0.83 -0.26
C 27.5223 5.1018 -26.9838 -0.27 -0.88 -0.28
C 27.4095 11.4368 -22.3226 2.02 0.41 -0.21
C 24.8314 7.0187 -22.8470 -0.11 -0.99 1.43
C 23.1836 10.1116 -25.8782 -4.30 3.88 -0.18
C 24.6675 3.8369 -24.0169 -1.54 0.58 -0.70
C 26.7774 6.2930 -26.4691 0.17 -0.26 -0.58
C 22.3707 8.7795 -25.8972 -0.58 -1.73 -3.22
H 27.8008 12.4354 -22.5168 1.02 -0.38 -0.66
H 22.7759 7.9198 -25.3636 -0.99 0.00 -1.51
H 23.5300 6.5271 -20.4428 0.11 -0.23 -0.50
H 23.9422 6.5470 -22.4289 0.53 -0.87 -0.86
H 27.5820 11.4730 -21.2469 -1.99 -0.43 0.49
H 25.6504 6.8056 -22.1601 0.04 -0.03 0.13
H 26.6234 6.2922 -25.3900 2.21 -0.02 -1.40
H 27.2685 10.4833 -27.6647 0.35 -0.07 -0.26
H 25.3934 9.9118 -28.3550 -1.37 -0.53 -0.02
H 24.6326 4.1248 -25.0676 -0.36 -0.74 0.00
H 24.1988 4.7049 -23.5534 0.09 -1.09 0.55
H 28.7825 10.3126 -23.7303 -0.49 -0.02 -0.10
H 27.5213 8.7563 -28.1878 1.15 0.04 0.63
H 26.6929 4.2448 -24.3687 0.09 -0.74 1.31
H 23.2331 8.0301 -19.7010 0.42 0.80 -0.46
H 21.4429 5.9825 -19.9605 -0.77 -0.20 -0.64
H 25.6166 8.8780 -22.9544 -2.11 -0.47 0.13
H 28.5611 4.9667 -26.6824 -0.04 0.76 0.17
H 27.4920 5.0112 -28.0696 -0.19 -0.08 0.07
H 27.2454 7.2575 -26.6664 -0.39 -0.42 -0.64
H 21.3054 8.7837 -25.6664 0.10 0.95 0.06
H 22.5304 10.7057 -25.2390 -0.32 1.12 -0.67
H 29.1082 9.9692 -22.0464 -0.01 1.02 0.18
H 26.3152 3.9530 -22.6313 -0.15 0.41 -0.04
H 25.3036 8.1331 -27.7261 0.05 0.61 -0.56
H 24.2736 8.9943 -21.9670 0.65 -0.17 -0.65
H 21.0467 7.5308 -19.3059 -0.12 0.43 -0.35
H 24.1770 10.2248 -25.4441 -2.78 1.67 -1.71
```
Forces are in eV/Å.

Output
**Largest force on an atom**: 11.05 eV Å⁻¹
**Kohn-Sham gap**: 0.3020 Eh
**LUMO energy**: 0.20 eV
**Spin multiplicity**: 1